Entry 1:
Density functional theory data (the ωB97M-V functional and the def2-TZVPD basis) for 9 unconnected molecules or ions with the total composition C36H96N6O15.

Output
Relative energy (zero: lowest compared OMol25 entry of this formula, charge and spin) (kJ/mol): 0.00
Spin multiplicity: 1
HOMO energy (Ha): -0.2991
Charge: 0
LUMO energy (eV): 0.0

Geometry as XYZ:
```
153
C36H96N6O15 (the ωB97M-V functional and the def2-TZVPD basis)
C 4.1891 -0.0072 2.7246
O 3.3487 1.1119 2.5996
C 3.0211 1.3754 1.2382
C 1.9412 2.4003 1.1549
N 2.4447 3.7410 1.4248
C 1.4701 4.8163 1.2245
C 0.3177 4.8755 2.2057
O 0.8209 4.9969 3.5090
C -0.1724 5.3887 4.4185
H 4.9493 -0.0304 1.9318
H 3.6060 -0.9356 2.6510
H 4.7009 0.0413 3.6835
H 2.6436 0.4315 0.8076
H 3.9389 1.6137 0.6896
H 1.1981 2.1374 1.9281
H 1.4876 2.3010 0.1675
H 2.7276 3.7751 2.4001
H 1.0920 4.7537 0.2059
H 2.0228 5.7623 1.2354
H -0.3110 3.9738 2.1216
H -0.3207 5.7309 1.9356
H -0.6028 6.3567 4.1269
H 0.2567 5.4436 5.4166
H -1.0095 4.6726 4.4641
C -0.0331 7.7238 -0.8606
O -0.2681 6.3434 -0.8496
C -1.2547 5.9415 -1.7659
C -1.6165 4.5194 -1.4339
N -2.5428 4.4989 -0.3047
C -3.0805 3.1796 -0.0347
C -4.0052 3.2211 1.1575
O -3.3353 3.8330 2.2399
C -4.1206 3.9461 3.3864
H 0.1520 8.1047 -1.8728
H 0.8723 7.9169 -0.2857
H -0.8752 8.2577 -0.4044
H -0.8894 6.0379 -2.7998
H -2.1467 6.5769 -1.6794
H -0.6961 3.9298 -1.2817
H -2.0990 4.0198 -2.2805
H -2.0346 4.7513 0.5397
H -2.3091 2.4137 0.1617
H -3.6910 2.8160 -0.8711
H -4.3253 2.2001 1.4196
H -4.9298 3.7761 0.9333
H -3.6013 4.5848 4.0994
H -4.3273 2.9908 3.8917
H -5.1083 4.3839 3.1702
C 2.5200 -3.2621 -8.5631
O 1.8609 -2.2916 -7.7845
C 2.5742 -1.0510 -7.6746
C 1.7819 0.1246 -8.2452
N 0.9029 0.8070 -7.3048
C -0.3205 0.0520 -7.0432
C -1.0787 0.6684 -5.9008
O -0.1677 0.7990 -4.8311
C -0.7032 1.4042 -3.6954
H 2.6295 -2.9277 -9.6023
H 1.9029 -4.1571 -8.5361
H 3.5145 -3.4834 -8.1585
H 3.5431 -1.1310 -8.1750
H 2.7121 -0.9088 -6.5983
H 1.1955 -0.1567 -9.1226
H 2.5234 0.8398 -8.6265
H 1.3759 0.9039 -6.4114
H -0.1851 -1.0242 -6.8587
H -0.9346 0.1017 -7.9518
H -1.9264 0.0220 -5.6240
H -1.4688 1.6649 -6.1547
H -1.0779 2.4132 -3.9299
H 0.0244 1.4382 -2.8889
H -1.5846 0.8451 -3.3397
C -2.7982 -8.4064 3.6762
O -3.1359 -7.3468 2.8054
C -3.6144 -6.2120 3.5048
C -3.7585 -5.0830 2.5186
N -2.4746 -4.4511 2.2808
C -2.4499 -3.6026 1.1043
C -1.0381 -3.2443 0.7405
O -0.3113 -4.4153 0.4446
C 0.9410 -4.1731 -0.1516
H -2.0187 -8.1104 4.3872
H -2.4079 -9.2024 3.0456
H -3.6851 -8.7513 4.2192
H -2.8896 -5.9402 4.2817
H -4.5790 -6.4622 3.9674
H -4.4237 -4.3280 2.9595
H -4.2466 -5.4361 1.6001
H -1.7818 -5.1875 2.1723
H -2.9651 -2.6644 1.3457
H -2.9416 -4.0324 0.2142
H -0.5384 -2.7261 1.5699
H -1.0210 -2.5844 -0.1365
H 0.9068 -4.1286 -1.2430
H 1.6266 -4.9428 0.2012
H 1.3553 -3.2186 0.2019
C -2.0509 2.6946 7.9244
O -1.4219 2.6915 6.6604
C -0.0292 2.4992 6.7185
C 0.3739 1.0570 6.9773
N -0.1070 0.1127 5.9558
C 0.6224 0.3124 4.6809
C 0.2936 -0.7375 3.6403
O -0.8118 -0.4258 2.7847
C -1.9952 -0.1216 3.4615
H -3.1228 2.7949 7.7579
H -1.7427 3.5669 8.5160
H -1.8540 1.7817 8.4904
H 0.4861 3.1723 7.4262
H 0.3896 2.8250 5.7616
H 0.0210 0.7332 7.9589
H 1.4671 1.0115 7.0106
H -1.0467 0.4455 5.7443
H 1.6888 0.2912 4.9029
H 0.3694 1.2767 4.2125
H 0.1236 -1.7119 4.1172
H 1.1641 -0.8206 2.9862
H -2.7795 0.0499 2.7212
H -1.9149 0.8559 3.9565
H -2.3363 -0.8973 4.1533
C 4.2184 -3.3242 0.4219
O 3.8612 -3.1855 -0.9145
C 4.6757 -3.9574 -1.7416
C 4.3772 -3.6743 -3.1989
N 2.9776 -3.9713 -3.4710
C 2.4578 -3.4406 -4.7238
C 0.9922 -3.1432 -4.6373
O 0.7399 -2.2376 -3.5933
C -0.6507 -2.0694 -3.4081
H 5.2431 -2.9524 0.5924
H 4.2341 -4.3655 0.7768
H 3.5471 -2.7347 1.0385
H 4.5177 -5.0309 -1.5456
H 5.7468 -3.7736 -1.5573
H 4.9765 -4.3951 -3.7617
H 4.6202 -2.6280 -3.4283
H 2.3977 -3.6525 -2.7057
H 2.6119 -4.1786 -5.5194
H 3.0102 -2.5384 -5.0330
H 0.4047 -4.0632 -4.5150
H 0.7069 -2.6846 -5.5953
H -1.1069 -3.0498 -3.2066
H -1.1178 -1.6628 -4.3153
H -0.8567 -1.3743 -2.5965
O 1.9550 -0.2316 -1.7782
H 1.7341 -0.8840 -2.4538
H 1.2303 -0.2484 -1.1358
O -3.0288 -0.4348 -1.0692
H -3.8683 -0.0115 -0.8655
H -3.2436 -1.1462 -1.6810
O -0.3503 0.0063 -0.2592
H -0.3855 -0.2269 0.6787
H -1.2732 0.0736 -0.5456
```

=====

Entry 2:
Density functional theory data (the ωB97M-V functional and the def2-TZVPD basis) for 12 unconnected molecules or ions with the total composition C36H96O12.

Output
Relative energy (zero: lowest compared OMol25 entry of this formula, charge and spin) (kJ/mol): 497.54
Spin multiplicity: 1
HOMO energy (Ha): -0.3448
Charge: 0
LUMO energy (eV): 0.2

Geometry as XYZ:
```
144
C36H96O12 (the ωB97M-V functional and the def2-TZVPD basis)
C -0.7700 2.3731 4.8964
C -0.0923 2.5772 3.6020
C 1.0214 1.5981 3.3808
O -0.9398 2.4315 2.4680
H -0.3469 2.9980 5.6829
H -0.8812 1.3461 5.2442
H -1.8264 2.6376 4.8503
H 0.3619 3.5671 3.6460
H 1.7436 1.8980 4.1401
H 1.6654 1.5369 2.5036
H 0.6253 0.5838 3.4306
H -0.9708 1.5168 2.1781
C 2.4782 -5.1245 0.8878
C 3.5964 -6.0461 0.2869
C 4.8937 -5.2342 0.1226
O 3.7282 -6.9561 1.3693
H 2.0024 -4.4862 0.1433
H 2.7901 -4.3836 1.6240
H 1.6299 -5.7092 1.2437
H 3.4110 -6.5758 -0.6475
H 5.7830 -5.8622 0.0687
H 4.9863 -4.6400 1.0317
H 4.9859 -4.5243 -0.6993
H 4.4673 -7.5613 1.2745
C 4.2809 -0.6296 1.9355
C 5.1496 -1.7062 1.4074
C 5.3215 -1.6336 -0.1665
O 6.4727 -1.6348 1.8650
H 4.8421 0.3021 1.8649
H 3.9998 -0.8224 2.9708
H 3.3528 -0.4139 1.4061
H 4.7662 -2.7173 1.5441
H 4.3330 -1.5746 -0.6220
H 5.7906 -2.4681 -0.6878
H 5.7852 -0.6747 -0.3982
H 7.0819 -2.1689 1.3501
C 1.0935 -6.3118 -3.0348
C 0.8993 -4.8871 -2.7026
C 2.2394 -4.0928 -2.7730
O 0.0073 -4.4473 -3.7507
H 0.1429 -6.8110 -2.8471
H 1.9245 -6.7800 -2.5073
H 1.3232 -6.3793 -4.0982
H 0.4065 -4.7318 -1.7429
H 2.8367 -4.6288 -2.0355
H 2.0598 -3.0771 -2.4205
H 2.6390 -4.0548 -3.7864
H -0.8324 -4.9063 -3.6743
C -0.0026 4.5132 -0.3067
C 0.8502 5.7000 -0.6437
C 0.0290 7.0583 -0.5643
O 1.7691 5.8701 0.4551
H 0.5027 3.5481 -0.3456
H -0.7147 4.5353 -1.1315
H -0.4444 4.6498 0.6804
H 1.2790 5.5846 -1.6392
H -0.7892 7.1338 -1.2805
H 0.6859 7.8759 -0.8611
H -0.5172 7.3164 0.3429
H 1.3255 5.9759 1.2999
C 4.8270 4.9820 -0.6674
C 4.4986 4.4857 0.7849
C 4.1435 2.9913 0.7710
O 5.7549 4.4767 1.4966
H 5.2110 4.2172 -1.3424
H 5.3490 5.9370 -0.6071
H 3.8348 5.2558 -1.0262
H 3.8859 5.0265 1.5061
H 3.2677 2.8773 0.1322
H 3.9602 2.6510 1.7902
H 4.9329 2.4396 0.2603
H 6.4138 3.8867 1.1234
C 0.2934 -2.6674 3.4523
C -1.2296 -2.8057 3.4796
C -1.8846 -1.7775 4.3689
O -1.7289 -2.6465 2.1756
H 0.7963 -3.3338 2.7515
H 0.8619 -2.8446 4.3652
H 0.6333 -1.6804 3.1388
H -1.6125 -3.7758 3.7964
H -1.2809 -0.8928 4.5711
H -2.1507 -2.2864 5.2954
H -2.8806 -1.5228 4.0065
H -1.4656 -3.2978 1.5213
C -5.3823 4.2200 2.2702
C -3.9402 3.7359 1.9311
C -3.4991 3.9688 0.4786
O -3.1005 4.3504 2.8911
H -5.8211 3.7603 3.1558
H -6.0887 3.8790 1.5133
H -5.4328 5.3076 2.3200
H -3.9883 2.6680 2.1438
H -4.2939 3.7949 -0.2468
H -2.6679 3.2947 0.2717
H -3.2034 5.0178 0.4688
H -2.2517 3.9046 2.8414
C -4.3334 0.3152 -1.1079
C -4.9004 0.2289 -2.5570
C -5.5846 -1.1492 -2.8924
O -5.9624 1.1335 -2.6871
H -3.3921 -0.2316 -1.1643
H -5.0033 -0.0745 -0.3414
H -4.1613 1.3545 -0.8281
H -4.1640 0.5348 -3.3002
H -5.9006 -1.2932 -3.9256
H -6.4427 -1.3591 -2.2540
H -4.9759 -2.0420 -2.7492
H -6.5319 0.8725 -3.4146
C -0.0914 0.8823 -0.6458
C -0.6037 -0.3620 -0.0828
C 0.4496 -1.5222 -0.1305
O -0.8680 -0.1411 1.3026
H 0.8309 1.2723 -0.2151
H -0.8932 1.6191 -0.5980
H 0.1983 0.7498 -1.6882
H -1.5367 -0.6839 -0.5453
H 0.2863 -2.3440 0.5666
H 1.4891 -1.2204 -0.0027
H 0.3363 -2.1098 -1.0415
H -1.1733 -0.9632 1.6931
C -2.8257 4.1269 -4.7681
C -1.2865 3.9178 -4.3852
C -0.8554 2.4813 -4.3653
O -0.4567 4.6376 -5.3490
H -2.9711 5.2067 -4.7366
H -3.3909 3.7927 -3.8981
H -3.1189 3.6707 -5.7137
H -1.2225 4.3822 -3.4011
H -1.4740 1.9796 -3.6212
H 0.2120 2.3962 -4.1612
H -1.2616 2.1821 -5.3315
H -0.3828 4.1721 -6.1853
C -3.7586 -3.7440 0.1626
C -3.0676 -4.9083 -0.4694
C -2.8969 -4.7962 -1.9738
O -1.8271 -4.9683 0.1906
H -3.2815 -2.7887 -0.0566
H -3.9281 -3.8868 1.2298
H -4.7470 -3.7021 -0.2950
H -3.6438 -5.8173 -0.2967
H -3.8591 -4.6052 -2.4489
H -2.2959 -5.5873 -2.4222
H -2.3456 -3.8731 -2.1528
H -1.3791 -5.8046 0.0442
```